No. 1
ORCA calculation (ωB97M-V with the def2-TZVPD basis set) on one molecule with the formula C5H11NO.

As for the gap between HOMO and LUMO: 10.7 eV. The calculation puts the total energy at -327.061131 a.u. The spin multiplicity is 1. As for the highest occupied orbital energy: -9.738 eV. The molar mass comes out at 101.1 g mol⁻¹. The value obtained for the energy relative to the best compared isomer or geometry (same formula, charge and spin) is 184.4 kJ/mol.

Structure (XYZ):
```
18
Properties=species:S:1:pos:R:3:nbo_charge:R:1
C -2.01560 -1.96156 0.41518 -0.08
N -2.12063 -0.85661 -0.18628 -0.38
C -1.60328 0.31947 0.46348 -0.24
C -0.43012 0.89074 -0.35156 -0.41
C 0.72194 -0.06624 -0.57650 -0.43
C 2.06491 0.34082 0.00621 -0.06
O 2.45690 1.58019 -0.53777 -0.72
H -2.38546 -2.81660 -0.14563 0.18
H -1.61050 -2.04264 1.43209 0.15
H -2.39080 1.07384 0.47375 0.21
H -1.22228 0.13511 1.48369 0.16
H -0.84892 1.30302 -1.27297 0.21
H -0.07058 1.78691 0.15207 0.22
H 0.48374 -1.06998 -0.22289 0.21
H 0.87151 -0.26703 -1.64306 0.21
H 1.92986 0.47511 1.08251 0.15
H 2.76921 -0.45973 -0.23508 0.16
H 3.40010 1.63517 -0.33724 0.47
```

---

No. 2
ORCA calculation (ωB97M-V with the def2-TZVPD basis set) on C5H11NO as an isolated structure.

As for the gap between HOMO and LUMO: 9.0 eV. The calculation puts the total energy at -326.962907 a.u. The spin multiplicity is 1. As for the highest occupied orbital energy: -8.325 eV. The molar mass comes out at 101.1 g mol⁻¹. The value obtained for the energy relative to the best compared isomer or geometry (same formula, charge and spin) is 442.2 kJ/mol.

Structure (XYZ):
```
18
Properties=species:S:1:pos:R:3:nbo_charge:R:1
C 0.79070 -0.35865 1.18816 -0.22
N 0.73983 -0.29492 -0.24440 -0.53
C -0.02634 -1.27501 -0.84562 -0.22
C -1.22799 -0.38649 -1.58444 -0.49
C -0.60219 0.87945 -0.92196 0.37
O -1.31772 1.82893 -0.37026 -0.67
C 0.37617 1.04391 1.90136 -0.65
H 0.07861 -1.04957 1.51569 0.19
H 1.78997 -0.54314 1.58360 0.19
H 1.60777 -0.23640 -0.67313 0.39
H -0.29554 -2.06287 -0.25547 0.20
H 0.49133 -1.84266 -1.56655 0.20
H -0.96497 -0.27975 -2.74038 0.21
H -2.25548 -0.74867 -1.45381 0.23
H 0.21580 1.31836 -1.58418 0.10
H 0.98237 1.87787 1.52013 0.21
H -0.71089 1.18162 1.48064 0.26
H 0.32855 0.94798 3.05062 0.21
```

---

No. 3
ORCA calculation (ωB97M-V with the def2-TZVPD basis set) on one molecule with the formula C5H11NO.

As for the gap between HOMO and LUMO: 10.0 eV. The calculation puts the total energy at -327.080329 a.u. The spin multiplicity is 1. As for the highest occupied orbital energy: -8.836 eV. The molar mass comes out at 101.1 g mol⁻¹. The value obtained for the energy relative to the best compared isomer or geometry (same formula, charge and spin) is 133.9 kJ/mol.

Structure (XYZ):
```
18
Properties=species:S:1:pos:R:3:nbo_charge:R:1
C 1.96010 0.01941 -0.88132 -0.63
C 0.48539 0.27838 -0.63411 0.25
O -0.30462 -0.28026 -1.66614 -0.52
C -1.62084 -0.37252 -1.18478 -0.08
C -1.50324 -0.26116 0.36629 -0.25
N -0.05301 -0.36695 0.55678 -0.44
C 0.40095 0.18406 1.81366 -0.42
H 2.25894 0.45580 -1.84102 0.22
H 2.16118 -1.05344 -0.89536 0.22
H 2.55943 0.49549 -0.09841 0.21
H 0.31729 1.37428 -0.57491 0.12
H -2.07216 -1.33847 -1.37546 0.18
H -2.23568 0.36977 -1.71601 0.18
H -1.99611 -1.11799 0.84135 0.20
H -1.92458 0.65609 0.81553 0.17
H -0.09503 -0.34088 2.63615 0.21
H 1.47931 0.03322 1.92355 0.20
H 0.18269 1.26514 1.91420 0.16
```

---

Copy entry 1 word for word.
ORCA calculation (ωB97M-V with the def2-TZVPD basis set) on one molecule with the formula C5H11NO.

As for the gap between HOMO and LUMO: 10.7 eV. The calculation puts the total energy at -327.061131 a.u. The spin multiplicity is 1. As for the highest occupied orbital energy: -9.738 eV. The molar mass comes out at 101.1 g mol⁻¹. The value obtained for the energy relative to the best compared isomer or geometry (same formula, charge and spin) is 184.4 kJ/mol.

Structure (XYZ):
```
18
Properties=species:S:1:pos:R:3:nbo_charge:R:1
C -2.01560 -1.96156 0.41518 -0.08
N -2.12063 -0.85661 -0.18628 -0.38
C -1.60328 0.31947 0.46348 -0.24
C -0.43012 0.89074 -0.35156 -0.41
C 0.72194 -0.06624 -0.57650 -0.43
C 2.06491 0.34082 0.00621 -0.06
O 2.45690 1.58019 -0.53777 -0.72
H -2.38546 -2.81660 -0.14563 0.18
H -1.61050 -2.04264 1.43209 0.15
H -2.39080 1.07384 0.47375 0.21
H -1.22228 0.13511 1.48369 0.16
H -0.84892 1.30302 -1.27297 0.21
H -0.07058 1.78691 0.15207 0.22
H 0.48374 -1.06998 -0.22289 0.21
H 0.87151 -0.26703 -1.64306 0.21
H 1.92986 0.47511 1.08251 0.15
H 2.76921 -0.45973 -0.23508 0.16
H 3.40010 1.63517 -0.33724 0.47
```